(1)
The following is a quantum chemistry calculation of a molecular structure, C21H31GaO3S2, from OMol25.

XYZ file:
```
58
Properties=species:S:1:pos:R:3:lowdin_charge:R:1
Ga -1.048 0.017 1.197 0.336
C -1.996 1.572 1.690 -0.241
H -1.344 2.452 1.712 -0.102
H -2.502 1.518 2.658 -0.093
C -4.553 -1.895 -2.105 -0.129
C -4.617 -1.802 -0.592 -0.387
S -3.698 -0.447 0.173 0.955
O -2.283 -0.689 -0.364 -0.532
C -4.370 1.006 -0.667 -0.387
C -3.535 1.448 -1.853 -0.123
H -4.991 -2.835 -2.441 0.076
H -3.516 -1.864 -2.439 0.075
H -5.097 -1.081 -2.584 0.068
H -4.188 -2.693 -0.131 0.077
H -5.640 -1.700 -0.218 0.090
H -4.338 1.772 0.107 0.065
H -5.404 0.768 -0.927 0.086
H -2.522 1.651 -1.510 0.065
H -3.956 2.367 -2.261 0.080
H -3.498 0.701 -2.643 0.064
O 0.320 0.748 -0.148 -0.516
S 1.663 0.562 -0.803 1.095
C 2.077 2.233 -1.321 -0.353
C 3.246 2.447 -2.033 -0.083
C 3.562 3.734 -2.433 -0.076
C 2.707 4.785 -2.129 -0.077
C 1.535 4.552 -1.427 -0.062
C 1.206 3.267 -1.015 -0.049
C 2.833 0.405 0.543 -0.376
C 4.006 -0.295 0.318 -0.095
C 4.917 -0.431 1.356 -0.072
C 4.630 0.111 2.598 -0.071
C 3.438 0.790 2.814 -0.053
C 2.527 0.946 1.784 -0.044
H 3.908 1.624 -2.271 0.110
H 4.473 3.918 -2.986 0.107
H 2.956 5.789 -2.446 0.105
H 0.868 5.371 -1.193 0.110
H 0.295 3.060 -0.468 0.111
H 4.198 -0.745 -0.649 0.112
H 5.837 -0.976 1.198 0.107
H 5.334 -0.006 3.411 0.106
H 3.213 1.194 3.792 0.112
H 1.582 1.452 1.938 0.112
C 0.739 -3.575 2.307 -0.037
C 0.023 -2.826 1.183 -0.700
C 0.946 -2.702 -0.032 -0.038
C -1.246 -3.583 0.783 -0.037
O -0.291 -1.553 1.680 -0.186
H 1.012 -4.588 2.001 0.082
H 0.090 -3.635 3.181 0.084
H 1.646 -3.037 2.591 0.081
H 1.233 -3.679 -0.426 0.088
H 1.856 -2.171 0.255 0.061
H 0.444 -2.149 -0.830 0.076
H -1.008 -4.560 0.356 0.085
H -1.806 -3.003 0.051 0.051
H -1.872 -3.740 1.666 0.090
```

Properties
- multiplicity = 1
- E_tot (eV) = -102466.6503
- relative energy (zero: lowest compared OMol25 entry of this formula, charge and spin) (kJ/mol) = 2.3
- charge = 0
- orbital gap (Eh) = 0.2221

***

(2)
The following is a quantum chemistry calculation of a molecular structure, C35H32CoN2O5P2S, from OMol25.

XYZ file:
```
78
Properties=species:S:1:pos:R:3:lowdin_charge:R:1
Co -1.744 0.502 1.417 0.507
O -2.270 1.327 7.260 0.116
C -2.181 1.168 5.936 -0.258
C -1.994 2.273 5.067 0.121
C -1.878 2.015 3.723 -0.119
N -1.907 0.778 3.243 0.041
C -2.110 -0.312 4.041 -0.119
C -2.265 -0.119 5.419 0.123
C -2.058 -1.471 3.206 -0.302
O -1.679 -2.675 3.672 0.072
O -2.167 -1.243 1.937 -0.044
C -1.643 2.985 2.563 -0.545
O -1.429 4.158 2.720 0.121
O -1.698 2.345 1.432 -0.150
H -2.208 2.258 7.515 0.135
H -1.928 3.284 5.439 0.142
H -2.434 -0.956 6.074 0.143
C 2.550 0.514 -5.197 -0.404
S 3.484 1.635 -4.123 0.810
C 2.726 1.295 -2.504 -0.513
C 1.323 1.877 -2.397 -0.238
C 0.775 1.812 -0.975 -0.273
N 0.405 0.428 -0.601 -0.379
P -1.332 0.106 -0.759 1.035
C -1.339 -1.546 -1.506 -0.366
C -0.391 -1.923 -2.457 -0.135
C -0.479 -3.160 -3.066 -0.061
C -1.500 -4.033 -2.720 -0.064
C -2.441 -3.662 -1.773 -0.066
C -2.367 -2.418 -1.167 -0.085
C -1.858 1.158 -2.156 -0.329
C -1.725 0.763 -3.486 -0.089
C -2.078 1.629 -4.505 -0.061
C -2.582 2.886 -4.210 -0.057
C -2.757 3.269 -2.889 -0.054
C -2.401 2.409 -1.863 -0.090
P 0.777 0.171 1.084 1.047
C 2.586 0.452 1.117 -0.358
C 3.449 -0.392 0.426 -0.092
C 4.813 -0.183 0.507 -0.062
C 5.320 0.843 1.289 -0.060
C 4.459 1.681 1.979 -0.066
C 3.091 1.489 1.891 -0.097
C 0.634 -1.633 1.400 -0.339
C 0.586 -2.665 0.451 -0.052
C 0.012 -3.897 0.811 -0.052
C -0.489 -4.121 2.054 0.017
C -0.354 -3.126 3.151 -0.216
C 0.368 -1.901 2.718 -0.052
H 3.037 0.545 -6.166 0.030
H 1.524 0.856 -5.291 0.020
H 2.593 -0.493 -4.794 0.028
H 3.390 1.776 -1.786 0.071
H 2.744 0.219 -2.332 0.060
H 0.635 1.349 -3.057 0.077
H 1.356 2.922 -2.707 0.120
H -0.089 2.478 -0.886 0.094
H 1.534 2.183 -0.279 0.102
H 0.423 -1.248 -2.689 0.102
H 0.242 -3.443 -3.818 0.112
H -1.556 -5.003 -3.188 0.111
H -3.236 -4.341 -1.510 0.111
H -3.087 -2.122 -0.416 0.102
H -1.346 -0.217 -3.731 0.092
H -1.962 1.317 -5.534 0.112
H -2.841 3.563 -5.009 0.111
H -3.174 4.238 -2.658 0.113
H -2.538 2.706 -0.831 0.091
H 3.053 -1.202 -0.167 0.101
H 5.485 -0.829 -0.037 0.112
H 6.386 0.992 1.359 0.111
H 4.849 2.480 2.588 0.110
H 2.406 2.141 2.415 0.105
H 0.989 -2.519 -0.535 0.095
H -0.062 -4.669 0.059 0.116
H -1.015 -5.031 2.301 0.121
H 0.080 -3.593 4.047 0.168
H 0.504 -1.134 3.469 0.123
```

Properties
- multiplicity = 5
- E_tot (eV) = -117064.9872
- charge = +1
- orbital gap (spin up / spin down) (Eh) = 0.2178 / 0.2149

***

(3)
The following is a quantum chemistry calculation of a gas-phase ion, CH2FO4S (charge -1), from OMol25.

XYZ file:
```
9
Properties=species:S:1:pos:R:3:lowdin_charge:R:1
C 0.719 -0.437 0.204 -0.549
O -1.152 1.032 1.192 -0.352
O -1.849 -0.945 -0.023 -0.350
O -0.778 0.896 -1.287 -0.370
O 1.534 0.336 -0.614 -0.087
F 0.797 -1.753 -0.038 0.002
S -0.985 0.213 0.029 0.446
H 0.977 -0.354 1.438 0.171
H 0.736 1.013 -0.901 0.090
```

Properties
- multiplicity = 1
- E_tot (eV) = -22813.4067
- relative energy (zero: lowest compared OMol25 entry of this formula, charge and spin) (kJ/mol) = 76.2
- structure (SMILES) = O=S(=O)([O-])[C@H](O)F
- charge = -1
- orbital gap (Eh) = 0.3629

***

(4)
The following is a quantum chemistry calculation of C5H12O in the gas phase, from OMol25.

XYZ file:
```
18
Properties=species:S:1:pos:R:3:lowdin_charge:R:1
C -1.603 0.561 -0.025 -0.242
O -2.328 -0.568 -0.612 -0.102
C -0.197 0.581 -0.581 -0.154
C 0.772 -0.125 0.416 -0.436
C 1.531 -1.335 -0.115 -0.098
C 1.806 0.881 0.984 -0.089
H -2.117 1.442 -0.409 0.106
H -1.739 0.525 1.036 0.107
H -2.940 -0.292 -1.306 0.077
H -0.240 -0.015 -1.590 0.148
H 0.165 1.600 -0.807 0.110
H 0.252 -0.514 1.288 0.117
H 0.830 -2.189 -0.310 0.091
H 2.327 -1.730 0.508 0.073
H 1.896 -1.102 -1.104 0.066
H 2.602 0.930 0.218 0.083
H 1.421 1.877 1.169 0.063
H 2.215 0.539 1.949 0.078
```

Properties
- multiplicity = 1
- E_tot (eV) = -7426.3227
- relative energy (zero: lowest compared OMol25 entry of this formula, charge and spin) (kJ/mol) = 95.4
- structure (SMILES) = CC(C)CCO
- charge = 0
- orbital gap (Eh) = 0.4128

***

(5)
The following is a quantum chemistry calculation of a molecular structure, C3H4N2O2, from OMol25.

XYZ file:
```
11
Properties=species:S:1:pos:R:3:lowdin_charge:R:1
N 0.614 -1.177 -1.254 0.172
C 0.421 -0.409 -0.163 -0.385
C -0.445 -0.651 0.913 0.016
O -0.065 0.424 1.922 0.057
C -0.391 1.013 0.779 -0.627
O -1.628 1.314 0.523 0.011
N 0.717 0.977 -0.189 0.182
H 0.722 -0.707 -2.142 0.113
H 0.169 -2.084 -1.267 0.113
H -1.729 0.042 0.678 0.212
H 1.615 1.259 0.201 0.135
```

Properties
- multiplicity = 1
- E_tot (eV) = -10244.9839
- relative energy (zero: lowest compared OMol25 entry of this formula, charge and spin) (kJ/mol) = 702.5
- charge = 0
- orbital gap (Eh) = 0.3435

***

(6)
The following is a quantum chemistry calculation of a molecular structure, C17H16MnN3O3, from OMol25.

XYZ file:
```
40
Properties=species:S:1:pos:R:3:lowdin_charge:R:1
Mn -0.692 0.215 -0.902 0.983
O -1.053 2.111 -1.029 -0.163
C -1.437 2.816 0.009 -0.341
C -2.342 3.882 -0.174 -0.019
C -2.771 4.651 0.883 -0.090
C -2.305 4.419 2.181 -0.107
C -1.398 3.405 2.383 -0.058
C -0.965 2.585 1.331 -0.150
C 0.072 1.609 1.581 -0.046
N 0.316 0.640 0.782 -0.094
N 1.442 -0.136 0.985 0.080
C 1.830 -0.643 -0.162 -0.467
O 1.243 -0.439 -1.284 -0.114
C 3.030 -1.527 -0.138 -0.147
C 3.483 -2.087 -1.327 -0.027
C 4.593 -2.920 -1.329 -0.085
C 5.254 -3.198 -0.142 -0.096
C 4.804 -2.640 1.048 -0.086
C 3.698 -1.807 1.052 -0.034
H -2.690 4.071 -1.182 0.112
H -3.476 5.453 0.703 0.101
H -2.638 5.034 3.005 0.095
H -1.000 3.224 3.375 0.110
H 0.727 1.729 2.442 0.136
H 2.955 -1.857 -2.242 0.111
H 4.942 -3.351 -2.258 0.100
H 6.120 -3.849 -0.143 0.098
H 5.320 -2.854 1.975 0.099
H 3.338 -1.363 1.970 0.103
N -4.081 -1.390 -2.550 0.207
C -3.010 -1.073 -1.822 -0.484
O -2.231 -0.178 -2.203 -0.017
C -2.744 -1.758 -0.512 -0.171
C -1.246 -1.639 -0.248 -0.177
H -4.261 -0.887 -3.404 0.128
H -4.721 -2.104 -2.252 0.119
H -3.125 -2.785 -0.520 0.116
H -3.322 -1.213 0.242 0.130
H -0.687 -2.307 -0.906 0.075
H -0.972 -1.838 0.785 0.067
```

Properties
- multiplicity = 5
- E_tot (eV) = -59822.6530
- relative energy (zero: lowest compared OMol25 entry of this formula, charge and spin) (kJ/mol) = 42.9
- charge = 0
- orbital gap (spin up / spin down) (Eh) = 0.2667 / 0.2908

***

(7)
The following is a quantum chemistry calculation of a molecular structure, C4H11N2, from OMol25.

XYZ file:
```
17
Properties=species:S:1:pos:R:3:lowdin_charge:R:1
C -1.377 2.300 -0.374 0.068
N -1.770 1.090 -0.364 0.107
H -1.995 3.085 0.050 0.109
H -0.357 2.564 -0.634 0.099
H -1.066 0.060 -0.581 0.099
H -2.687 1.031 0.078 0.127
C 1.560 0.177 0.448 -0.036
C 0.725 -1.065 0.204 -0.403
C 0.729 -2.158 0.949 0.081
N -0.192 -0.927 -0.921 0.081
H 0.928 0.874 0.998 0.074
H 1.857 0.637 -0.496 0.083
H 2.442 -0.064 1.031 0.091
H 0.171 -3.045 0.683 0.074
H 1.319 -2.196 1.854 0.080
H 0.288 -0.533 -1.734 0.135
H -0.575 -1.826 -1.190 0.133
```

Properties
- multiplicity = 1
- E_tot (eV) = -7299.0305
- relative energy (zero: lowest compared OMol25 entry of this formula, charge and spin) (kJ/mol) = 185.0
- charge = +1
- orbital gap (Eh) = 0.3396

***

(8)
The following is a quantum chemistry calculation of a molecular structure, C7H14O, from OMol25.

XYZ file:
```
22
Properties=species:S:1:pos:R:3:lowdin_charge:R:1
C -0.722 2.008 -0.052 -0.149
C -1.597 0.792 -0.316 -0.258
C -0.776 -0.572 -0.253 -0.585
C -0.677 -1.110 1.172 -0.081
C 0.448 -0.587 -1.169 -0.062
C 1.781 -0.347 -0.939 -0.189
C 2.458 -0.196 0.374 -0.158
H 0.170 1.465 0.940 0.136
H 0.056 2.487 -0.991 0.144
H -1.416 2.917 0.508 0.116
H -2.450 0.660 0.360 0.110
H -1.778 1.123 -1.303 0.084
H -0.563 -2.420 1.068 0.171
H -1.741 -1.015 1.627 0.087
H 0.272 -0.818 1.868 0.101
H -2.443 -1.438 -0.060 0.143
H 0.101 -0.535 -2.259 0.134
H 2.502 -0.292 -1.829 0.117
H 2.556 -1.343 0.808 0.138
H 3.502 0.163 0.240 0.058
H 2.003 0.673 1.028 0.078
O -1.688 -1.615 -0.822 -0.133
```

Properties
- multiplicity = 1
- E_tot (eV) = -9527.7228
- relative energy (zero: lowest compared OMol25 entry of this formula, charge and spin) (kJ/mol) = 583.1
- charge = 0
- orbital gap (Eh) = 0.3716

***

(9)
The following is a quantum chemistry calculation of C8H12Cl2N2O2 in the gas phase, from OMol25.

XYZ file:
```
26
Properties=species:S:1:pos:R:3:lowdin_charge:R:1
C 0.152 -0.012 -1.123 -0.386
C 0.000 -0.178 1.060 -0.512
C 1.288 -0.289 0.174 -0.592
C -1.035 -0.327 -0.106 -0.698
C 0.025 1.485 -1.452 -0.050
C 0.281 -0.819 -2.416 -0.069
C -0.143 1.137 1.785 -0.059
C -0.208 -1.327 2.090 -0.098
N 2.103 0.879 0.044 -0.044
N -2.048 0.757 0.115 -0.038
O 3.288 0.745 -0.176 0.025
O -3.171 0.377 0.169 0.017
Cl 2.044 -1.938 0.084 0.699
Cl -1.759 -1.923 -0.267 0.778
H 0.563 1.746 -2.355 0.079
H 0.513 2.077 -0.672 0.060
H -1.115 1.541 -1.750 0.133
H -0.793 -0.828 -2.838 0.116
H 0.445 -1.914 -2.268 0.065
H 0.914 -0.543 -3.187 0.053
H -1.221 1.054 2.326 0.142
H 0.030 2.098 1.210 0.097
H 0.506 1.048 2.679 0.090
H -1.289 -1.435 2.337 0.096
H 0.539 -1.137 2.837 0.083
H 0.090 -2.273 1.703 0.014
```

Properties
- multiplicity = 1
- E_tot (eV) = -40603.9182
- relative energy (zero: lowest compared OMol25 entry of this formula, charge and spin) (kJ/mol) = 447.8
- structure (SMILES) = CC1(C)[C@](Cl)(N=O)C(C)(C)[C@]1(Cl)N=O
- charge = 0
- orbital gap (spin up / spin down) (Eh) = 0.3224 / 0.3223

***

(10)
The following is a quantum chemistry calculation of a molecular structure, C4H3OSn, from OMol25.

XYZ file:
```
9
Properties=species:S:1:pos:R:3:lowdin_charge:R:1
C -1.684 0.700 -0.014 -0.001
C -0.326 0.971 0.306 -0.289
C -0.064 -0.287 0.072 -0.212
C 1.003 -1.155 -0.105 -0.308
O 2.206 -0.730 -0.126 -0.446
Sn 2.516 1.194 0.092 0.988
H -2.417 0.565 0.788 0.068
H -2.073 0.983 -0.998 0.074
H 0.838 -2.241 -0.014 0.125
```

Properties
- multiplicity = 2
- E_tot (eV) = -12068.2462
- charge = 0
- orbital gap (spin up / spin down) (Eh) = 0.2180 / 0.2219

***

(11)
The following is a quantum chemistry calculation of a molecular structure, C20H32CdN2SSi, from OMol25.

XYZ file:
```
57
Properties=species:S:1:pos:R:3:lowdin_charge:R:1
Cd 0.100 -0.287 -0.912 1.229
C -2.413 1.057 0.069 -0.279
C -2.791 -0.235 -0.351 -0.287
C -2.013 -1.169 0.344 -0.352
C -1.104 -0.453 1.195 -0.371
C -1.401 0.937 1.033 -0.312
C -0.896 2.068 1.885 -0.060
C -0.405 -1.087 2.376 -0.063
C -2.168 -2.665 0.311 -0.054
C -3.883 -0.589 -1.323 -0.049
C -3.021 2.365 -0.356 -0.046
H -0.560 2.919 1.288 0.061
H -0.081 1.746 2.533 0.044
H -1.699 2.428 2.532 0.084
H -1.149 -1.559 3.022 0.081
H 0.118 -0.341 2.973 0.051
H 0.317 -1.855 2.086 0.070
H -3.141 -2.930 -0.098 0.068
H -2.108 -3.077 1.319 0.069
H -1.400 -3.162 -0.297 0.069
H -4.768 -0.960 -0.799 0.081
H -3.555 -1.366 -2.015 0.064
H -4.186 0.280 -1.904 0.055
H -3.516 2.855 0.484 0.076
H -3.762 2.214 -1.137 0.060
H -2.260 3.050 -0.738 0.071
C 1.552 0.460 -4.251 -0.275
Si -0.128 0.010 -3.425 0.412
C -1.421 1.301 -4.026 -0.244
C -0.714 -1.689 -4.108 -0.267
H 1.499 0.352 -5.330 0.016
H 2.354 -0.179 -3.893 -0.008
H 1.840 1.488 -4.040 0.005
H -1.468 1.329 -5.113 0.022
H -1.191 2.305 -3.679 0.009
H -2.411 1.045 -3.661 -0.001
H -0.751 -1.705 -5.195 0.018
H -1.714 -1.913 -3.743 -0.001
H -0.055 -2.493 -3.785 0.009
N 1.985 2.222 -0.276 0.053
C 2.716 1.177 0.229 -0.954
S 3.547 0.218 -0.834 0.633
N 2.669 1.048 1.572 0.064
C 3.042 0.007 2.435 -0.256
C 2.945 0.282 3.800 -0.044
C 3.244 -0.685 4.737 -0.085
C 3.644 -1.947 4.328 -0.092
C 3.747 -2.221 2.974 -0.076
C 3.453 -1.257 2.023 -0.056
H 2.192 2.458 -1.238 0.080
H 1.743 2.995 0.330 0.096
H 2.161 1.782 2.059 0.127
H 2.629 1.268 4.120 0.112
H 3.158 -0.450 5.787 0.105
H 3.878 -2.704 5.063 0.101
H 4.059 -3.204 2.652 0.106
H 3.542 -1.483 0.970 0.031
```

Properties
- multiplicity = 1
- E_tot (eV) = -47517.2439
- charge = 0
- orbital gap (Eh) = 0.2676

***

(12)
The following is a quantum chemistry calculation of a molecular structure, C5H6O2, from OMol25.

XYZ file:
```
13
Properties=species:S:1:pos:R:3:lowdin_charge:R:1
O 1.736 1.182 -1.136 -0.043
C 1.682 -0.047 -0.443 -0.205
C 0.296 -0.293 0.056 -0.109
C -0.652 0.593 0.759 -0.389
C -1.736 -0.494 0.780 -0.040
C -0.809 -0.949 -0.348 0.033
O -0.734 1.803 0.738 0.070
H 1.326 1.852 -0.568 0.085
H 2.396 -0.067 0.396 0.125
H 1.980 -0.834 -1.142 0.124
H -2.757 -0.154 0.598 0.112
H -1.699 -1.196 1.619 0.110
H -1.029 -1.397 -1.308 0.126
```

Properties
- multiplicity = 1
- E_tot (eV) = -9374.8562
- relative energy (zero: lowest compared OMol25 entry of this formula, charge and spin) (kJ/mol) = 216.1
- charge = 0
- orbital gap (Eh) = 0.3839

***

> Look up the charge of the twelfth one.

0